Formula: C17H15N3O3S
Source: the OMol25 dataset
Level of theory: wB97M-V/def2-TZVPD

```
! RIJCOSX wB97M-V def2-TZVPD def2/J DEFGRID3
* xyz 0 1
H -2.35397 0.31929 2.53518
O -3.21925 1.83381 -0.32372
C -0.62368 0.44343 -1.16674
H 4.32369 -4.03837 -5.43687
S 1.09733 -0.72050 -2.91931
C -0.97920 -0.41444 1.05469
C -1.47823 4.34932 2.61086
H -3.49631 5.27279 0.91281
C -1.61498 -0.43492 2.30798
H -4.02397 3.60850 0.57517
H -4.25857 4.31016 2.19449
O 3.14164 -1.72152 -4.73674
H -1.73290 5.26033 3.11384
H 0.98707 -3.17036 1.45643
H 5.45829 -2.88649 -4.70395
H -1.79783 -1.41169 4.18854
C -1.67299 2.63284 1.28028
C -1.30723 -1.40258 3.22646
O 3.86550 -3.44961 -3.50417
C -0.03604 -1.43103 0.74489
C 0.29546 -0.61253 -1.36023
C 3.07646 -2.39650 -3.74809
N 0.58459 -1.50210 -0.45140
H -0.80272 1.14678 -1.96434
C -3.59653 4.26813 1.32729
N -2.30627 3.76624 1.71534
C -0.35904 -2.39087 2.92835
C 0.26425 -2.41091 1.71090
C -1.24297 0.55356 0.04702
H 1.45437 -3.06172 -2.50787
C 4.82512 -3.75427 -4.50969
N -0.49185 2.50115 1.86698
H 0.51973 3.67959 3.28703
C 2.11066 -2.19648 -2.60708
H 2.64022 -2.05835 -1.66427
H 5.41444 -4.58197 -4.12432
C -0.35923 3.54978 2.68859
C -2.17609 1.69523 0.28765
H -0.12894 -3.14373 3.66803
*
```

Its frontier orbital gap is 8.1 eV. The molar mass is 341.39 u. The HOMO energy comes out at -0.3013 hartree. The relative energy (zero: lowest compared OMol25 entry of this formula, charge and spin) is 22.9 kcal per mole. The calculation puts the LUMO energy at -0.13 eV. The structure (SMILES) is COC(=O)CSc1cc(C(=O)c2nccn2C)c2ccccc2n1.

Formula: C17H15N5O2SZn
Source: the OMol25 dataset
Level of theory: wB97M-V/def2-TZVPD

```
! RIJCOSX wB97M-V def2-TZVPD def2/J DEFGRID3
* xyz 0 1
C 0.18173 -0.02288 3.20918
C -1.93673 -3.20196 -1.34958
C -2.23368 -1.08707 -2.11193
H 0.22932 4.59094 -1.06639
H 0.40204 0.93837 3.58922
H -2.54863 -3.97780 -3.19412
N 1.36261 0.06172 -0.19246
S 1.71646 -1.75985 -2.39617
C 1.06322 0.65517 0.94441
H -0.16179 2.26064 -0.65980
H 2.55472 4.83227 2.61502
H 3.60732 1.29495 -2.85923
H -0.91087 -3.29474 1.46304
O -2.15718 0.11750 -2.24613
H -4.32705 -1.64993 -2.50659
C -0.64224 -2.41241 2.04559
H -1.41589 -2.98925 3.88771
H 1.53864 5.99665 0.60532
C -3.04591 -3.39186 -2.40500
H -0.36197 -0.83788 5.10269
Zn 0.29409 -1.60925 -0.63262
C 0.39091 -0.27817 1.88156
N 2.22638 0.55629 -1.05948
H -3.28645 -1.85464 -3.95471
C 1.34914 4.96563 0.80704
H -3.82579 -4.03800 -1.90941
N 0.01791 -1.47798 1.32408
N 3.27336 0.35584 -3.04199
N -1.52597 -1.90265 -1.29499
C 1.99706 4.27071 1.87025
C 2.48184 -0.21812 -2.09806
O -1.38587 -4.09204 -0.69664
C -3.32307 -1.97567 -2.83475
C -0.85749 -2.19038 3.42031
H 3.24607 -0.00027 -3.96805
C -0.43378 -1.01513 4.00942
C 1.88343 2.86267 2.00828
C 0.63111 4.20293 -0.14982
C 1.15038 2.12847 1.01151
H 2.31508 2.34721 2.82011
C 0.46754 2.83995 0.01319
*
```

Its frontier orbital gap is 7.1 eV. The molar mass is 418.80 u. The HOMO energy comes out at -0.2928 hartree. The calculation puts the LUMO energy at -0.86 eV.

Formula: C17H15NO5Pd
Source: the OMol25 dataset
Level of theory: wB97M-V/def2-TZVPD

```
! RIJCOSX wB97M-V def2-TZVPD def2/J DEFGRID3
* xyz -2 3
C 1.71664 3.01487 0.43160
H 3.00547 0.96756 2.85488
O 0.03853 -3.11070 -4.64426
H 3.76631 -0.20548 1.76790
C 1.14441 1.92400 1.08449
C -1.00595 -2.42179 -2.61964
O -1.66450 0.82882 -0.31034
H 1.60641 5.10214 -0.02973
O 0.64928 -1.15079 -3.76089
O -3.50621 -0.07309 0.57352
H -1.30342 -4.51874 -2.92766
C -2.48844 -0.09843 -0.13971
C -2.46502 -3.75564 -1.27221
C -2.79582 -2.60575 -0.56303
H -3.52093 -2.61361 0.24380
C -2.18910 -1.40802 -0.90018
C -1.56771 -3.65623 -2.33481
H -0.55682 5.41982 1.13699
H -1.62526 3.48696 2.25004
C 1.13101 4.26458 0.47044
C -0.66874 3.36688 1.75865
H 3.82743 1.52058 1.39721
Pd 0.36595 -0.08457 -1.46940
N -1.29206 -1.32480 -1.89874
C 1.88385 0.59656 1.01841
H 0.91803 -0.40365 2.72568
H -3.50635 -4.85950 -0.11633
H 0.11242 -0.63574 1.14182
H 2.62753 2.87016 -0.13647
C -0.05728 2.12367 1.75830
H -0.55283 1.30873 2.25671
H 3.09275 -0.06990 -0.68129
C 3.20533 0.72872 1.80803
O -2.99976 -4.99475 -0.92632
C -0.08116 4.44376 1.12530
C 2.07002 0.28825 -0.45389
H 1.61883 -1.49321 1.51320
C 1.07573 -0.55587 1.65416
C -0.00854 -2.21579 -3.78622
*
```

Its frontier orbital gap (spin up / spin down) is 4.6 / 5.9 eV. The molar mass is 419.73 u. The HOMO energy (spin up / spin down) comes out at 0.0058 / -0.0422 hartree. The relative energy (zero: lowest compared OMol25 entry of this formula, charge and spin) is 16.5 kcal per mole. Its expectation value of S² is 2.0079. The calculation puts the LUMO energy (spin up / spin down) at 4.81 / 4.80 eV.

Formula: C17H16AgN3
Source: the OMol25 dataset
Level of theory: wB97M-V/def2-TZVPD

```
! RIJCOSX wB97M-V def2-TZVPD def2/J DEFGRID3
* xyz 0 1
C -2.60712 2.81104 -0.37091
C 2.13276 -4.03570 -1.85670
H 4.09808 -0.13951 2.94425
H -3.05875 -1.66033 0.38628
C 2.74709 0.32444 1.35620
C -4.09040 1.58371 -1.80247
C 2.38117 -2.66116 -1.91529
Ag 0.73373 0.12501 -0.84953
H -1.49515 -3.25534 -0.11006
C 0.44250 -2.87885 -0.96222
H 1.46049 3.21022 0.58140
C 0.88823 -4.17755 -1.24949
H -2.14150 -0.70152 1.56130
N 1.37321 -1.95863 -1.38051
C -3.53011 2.78960 -1.40670
H -2.17749 3.75187 -0.04928
H 2.81239 3.93633 2.52694
N 2.01626 1.23711 0.70250
C -3.72269 0.40382 -1.17179
H 3.24297 -2.15965 -2.33263
C -0.77511 -2.46824 -0.36074
C 3.56566 1.95016 2.89774
H 2.77719 -4.82219 -2.21693
H 4.16684 2.22912 3.75284
H -4.15764 -0.53740 -1.48726
C -2.79500 0.41513 -0.13783
C 3.52962 0.63784 2.45360
H -4.81485 1.56202 -2.60661
H 0.36562 -5.09617 -1.02786
C -2.24311 1.62995 0.25937
H -3.81246 3.70950 -1.90209
C -2.30910 -0.86737 0.49193
H 2.69440 -0.68909 0.97458
N -1.04646 -1.23695 -0.12280
C 2.81581 2.89946 2.22177
C 2.05996 2.49749 1.13447
H -1.52706 1.64180 1.07452
*
```

Its frontier orbital gap is 7.3 eV. The molar mass is 370.20 u. The HOMO energy comes out at -0.2556 hartree. The relative energy (zero: lowest compared OMol25 entry of this formula, charge and spin) is 4.5 kcal per mole. The calculation puts the LUMO energy at 0.31 eV.

Formula: C17H16BrClFe
Source: the OMol25 dataset
Level of theory: wB97M-V/def2-TZVPD

```
! RIJCOSX wB97M-V def2-TZVPD def2/J DEFGRID3
* xyz -1 6
C -2.09822 -2.56705 -2.80148
H 4.05566 -0.34256 -1.79706
H 0.92918 1.73263 -4.04784
H -0.48013 -1.82229 2.83751
C -1.46336 -1.49759 -3.51876
C 1.66540 1.48172 -3.28742
C 3.28082 0.36667 -2.07892
H -2.97714 0.13900 -1.01797
H -0.97439 -1.59866 -4.49288
H -2.17931 -3.59175 -3.13984
H -1.31678 0.13208 0.86112
H -0.25879 -1.94028 5.29317
Cl 0.03479 3.01826 2.71118
C 0.01842 1.43563 4.88237
H -3.57414 -2.50859 -1.12866
H 0.19566 1.14032 0.74756
C 1.97203 2.26254 -2.13043
C -2.84385 -1.99690 -1.73113
C -0.06168 1.49255 3.48933
C -1.73390 -0.28184 -2.84910
H 0.15058 2.35667 5.44716
C 2.91912 1.54151 -1.35576
H 1.57492 3.25635 -1.90352
Br 0.93440 -1.33532 0.42039
C -0.31134 0.32376 1.26246
H -1.54718 0.72483 -3.24108
Fe -0.82391 -1.77527 -1.18247
C -0.22276 0.30621 2.72340
C -0.05705 0.20136 5.54038
C 2.43556 0.28392 -3.23308
C -0.33437 -0.90910 3.41468
C -2.52979 -0.57961 -1.69538
C -0.22168 -0.96959 4.79763
H 3.44759 1.92864 -0.49756
H 0.01116 0.15575 6.62733
H 2.38449 -0.56400 -3.92533
*
```

Its frontier orbital gap (spin up / spin down) is 5.0 / 4.2 eV. The molar mass is 391.52 u. The HOMO energy (spin up / spin down) comes out at -0.0928 / -0.0943 hartree. Its expectation value of S² is 8.7758. The calculation puts the LUMO energy (spin up / spin down) at 2.52 / 1.68 eV.

Formula: C17H16BrClFe
Source: the OMol25 dataset
Level of theory: wB97M-V/def2-TZVPD

```
! RIJCOSX wB97M-V def2-TZVPD def2/J DEFGRID3
* xyz -2 5
H 0.81453 2.20460 4.45375
C 0.89206 0.68460 2.96419
H 0.16481 0.61016 6.25839
H 2.96153 1.11654 -3.61232
H 0.74989 2.62721 -3.97796
C -1.50683 1.23121 -0.07535
C -2.04698 -1.01378 -0.14933
H -0.16050 -2.55472 3.35479
H -1.30589 0.91078 -4.60680
H -0.35941 -1.63407 -4.34930
H -0.32727 -1.78332 5.71133
H -1.85439 0.06645 1.80141
C 1.93993 0.73412 -3.72272
C 0.17333 -0.71751 -4.13627
C 1.55221 -0.65202 -3.77036
C 0.25498 0.24975 5.24224
H -2.28407 -2.02466 0.21888
H 2.22477 -1.50006 -3.61472
C 0.75960 1.52775 -3.96936
H 1.86904 -0.98079 0.80673
Br 2.16468 0.53599 -0.98984
C 0.13892 -1.54703 3.64623
H 0.31845 -1.98182 0.93602
H -1.77822 1.54769 -2.29006
C -1.80412 0.09759 0.71095
C 0.67332 1.14706 4.24815
C -1.95323 -0.58463 -1.49210
C -1.56914 0.83180 -1.48919
C 0.95094 -1.21264 1.34377
H -2.21531 -1.15300 -2.37868
H -1.37021 2.24897 0.31170
C -0.31714 0.62800 -4.27737
Cl 1.23740 1.82617 1.74015
Fe 0.32211 0.30825 -2.39460
C 0.68515 -0.70749 2.60913
C 0.00507 -1.08713 4.93855
*
```

Its frontier orbital gap (spin up / spin down) is 3.1 / 3.8 eV. The molar mass is 391.52 u. The HOMO energy (spin up / spin down) comes out at 0.0714 / 0.0450 hartree. The relative energy (zero: lowest compared OMol25 entry of this formula, charge and spin) is 52.3 kcal per mole. Its expectation value of S² is 6.0852. The calculation puts the LUMO energy (spin up / spin down) at 5.02 / 5.00 eV.